Entry 1:
The following is a quantum chemistry calculation of an isolated molecule of C14H20N2O4S in a non-equilibrium geometry, from OMol25.

gap between HOMO and LUMO	9.274	eV
relative energy (zero: lowest compared OMol25 entry of this formula, charge and spin)	84.34	kJ/mol
total charge	0
LUMO	0.7	eV
SMILES	COCCCNC(=O)c1ccc2c(c1)CCN2S(C)(=O)=O
DFT total energy	-1354.137289	a.u.

Each line ends with the Löwdin charge.
Element x y z (Å)
C (-3.42111, -3.10644, 4.39804)  -0.11
O (-2.94600, -2.63836, 3.16023)  -0.20
C (-3.36657, -1.33400, 2.82782)  -0.24
C (-2.65738, -0.22422, 3.61557)  -0.15
C (-1.13303, -0.38593, 3.59035)  -0.18
N (-0.59686, -0.37366, 2.25112)  0.07
C (-0.12730, 0.75729, 1.67373)  -0.46
O (-0.06328, 1.81911, 2.26629)  0.06
C (0.32136, 0.61119, 0.25797)  -0.13
C (0.80879, -0.58235, -0.26733)  -0.02
C (1.23965, -0.66751, -1.58303)  0.00
C (1.16540, 0.46957, -2.36805)  -0.23
C (0.69047, 1.67807, -1.85094)  -0.14
C (0.27636, 1.75588, -0.54390)  0.05
C (0.75371, 2.73756, -2.91432)  -0.08
C (1.29691, 1.97462, -4.13921)  -0.14
N (1.52737, 0.59903, -3.70148)  -0.16
S (2.85804, -0.21530, -4.29410)  0.62
C (4.22000, 0.31908, -3.21978)  -0.10
O (2.65532, -1.61619, -4.10223)  -0.28
O (3.08777, 0.27858, -5.61575)  -0.29
H (-3.11279, -4.14780, 4.47004)  0.09
H (-4.51520, -3.04768, 4.44830)  0.09
H (-2.99879, -2.54834, 5.24080)  0.08
H (-3.14633, -1.22954, 1.76170)  0.12
H (-4.45437, -1.24037, 2.96477)  0.12
H (-2.99060, -0.22670, 4.65433)  0.11
H (-2.92803, 0.73568, 3.17471)  0.12
H (-0.67169, 0.44577, 4.12763)  0.12
H (-0.85295, -1.33023, 4.06409)  0.12
H (-0.75724, -1.19539, 1.69257)  0.13
H (0.88767, -1.45947, 0.35778)  0.11
H (1.62100, -1.58739, -1.99527)  0.10
H (-0.07784, 2.67977, -0.11292)  0.13
H (-0.23284, 3.15647, -3.11318)  0.12
H (1.40953, 3.55666, -2.61349)  0.12
H (0.57740, 1.95683, -4.96135)  0.13
H (2.22972, 2.39136, -4.52366)  0.11
H (4.37011, 1.38127, -3.35891)  0.06
H (5.10068, -0.23202, -3.52154)  0.07
H (3.95298, 0.08511, -2.19743)  0.06

Entry 2:
The following is a quantum chemistry calculation of a 3-piece molecular cluster, C14H20N2O8S2 overall in a non-equilibrium geometry, from OMol25.

gap between HOMO and LUMO	10.192	eV
total charge	0
LUMO	0.3	eV
SMILES	C#CCCC[C@@H](C#N)[C@@H](C)C#N.O=S1(=O)OCCO1.O=S1(=O)OCCO1
DFT total energy	-2053.113323	a.u.

Each line ends with the Löwdin charge.
Element x y z (Å)
C (1.92519, -0.89531, 2.68997)  0.09
C (1.63311, -1.42166, 1.66448)  -0.14
C (1.07823, -2.04166, 0.43702)  -0.17
C (-0.43908, -2.36644, 0.72303)  -0.16
C (-1.41341, -1.43386, -0.06503)  -0.15
C (-2.31115, -0.57109, 0.85316)  -0.26
C (-2.48532, 0.77747, 0.22516)  -0.19
N (-2.67239, 1.87782, -0.05006)  0.16
C (-3.73567, -1.14435, 1.07552)  -0.30
C (-3.78406, -2.68029, 1.22384)  -0.05
C (-4.22236, -0.57773, 2.37350)  -0.20
N (-4.51263, -0.10964, 3.38162)  0.17
H (1.85859, -0.46442, 3.66039)  0.04
H (1.59221, -2.99554, 0.30158)  0.11
H (1.20745, -1.38526, -0.42360)  0.10
H (-0.61869, -3.42479, 0.52507)  0.11
H (-0.56954, -2.17034, 1.79167)  0.10
H (-0.78439, -0.73114, -0.62149)  0.09
H (-1.96214, -2.02832, -0.80051)  0.12
H (-1.81876, -0.44959, 1.82029)  0.15
H (-4.45303, -0.86255, 0.30204)  0.15
H (-4.79873, -2.95270, 1.53368)  0.09
H (-3.62650, -3.19806, 0.27427)  0.08
H (-3.08920, -3.02967, 1.99163)  0.09
O (3.23462, 1.38933, 1.07655)  -0.22
S (3.65837, 2.36631, 2.00887)  0.60
O (4.68219, 2.12305, 2.95726)  -0.21
O (2.36004, 2.92800, 2.77792)  -0.19
C (2.25607, 4.34295, 2.59148)  -0.17
C (2.90627, 4.60788, 1.24909)  -0.17
O (4.02246, 3.71319, 1.20382)  -0.19
H (2.80009, 4.83580, 3.40027)  0.13
H (1.21393, 4.65190, 2.61568)  0.14
H (3.23830, 5.63720, 1.14221)  0.13
H (2.23385, 4.35527, 0.42568)  0.13
O (0.81475, -2.93999, -5.07805)  -0.21
S (1.18471, -1.95888, -4.12478)  0.60
O (2.15708, -2.20063, -3.12262)  -0.22
O (-0.14739, -1.40764, -3.41812)  -0.21
C (-0.24976, 0.00985, -3.60444)  -0.17
C (0.46229, 0.28032, -4.91458)  -0.16
O (1.58448, -0.61119, -4.90426)  -0.18
H (0.25540, 0.50366, -2.77077)  0.13
H (-1.29341, 0.31429, -3.62536)  0.14
H (0.79512, 1.31096, -5.00225)  0.14
H (-0.16720, 0.02750, -5.77084)  0.13

Entry 3:
The following is a quantum chemistry calculation of a 3-piece molecular cluster, C14H20N5O2S overall in a non-equilibrium geometry, from OMol25.

gap between HOMO and LUMO	4.941	eV
total charge	-1
LUMO	2.2	eV
DFT total energy	-1367.566296	a.u.

Each line ends with the Löwdin charge.
Element x y z (Å)
N (6.05014, -0.09102, -0.42783)  0.01
C (5.89094, -1.19569, -1.11713)  -0.22
O (5.36715, -2.43513, -1.76488)  -0.25
C (3.89388, -2.30298, -1.87472)  -0.29
C (3.21973, -3.70285, -1.27962)  -0.32
C (2.56480, -3.42054, 0.20108)  -0.48
S (0.77727, -4.06180, 0.10855)  0.76
C (-0.04437, -2.81307, -1.07904)  -0.45
N (-0.20902, -2.87649, -2.58794)  0.02
N (-0.85097, -1.64716, -2.83465)  -0.05
C (-1.09708, -0.79718, -1.57971)  -0.05
O (-0.56009, -1.59054, -0.43544)  -0.15
H (3.66050, -2.20595, -3.03702)  0.04
H (2.40858, -4.02823, -2.08961)  0.08
H (3.97673, -4.59202, -1.20426)  0.09
H (3.17141, -3.85715, 1.10160)  0.08
H (2.46911, -2.24523, 0.32699)  0.08
H (-1.57955, 0.27505, -1.48862)  0.10
C (0.97180, 4.47380, 0.84710)  -0.11
C (0.55066, 3.02332, 1.04532)  -0.26
C (0.72346, 2.17069, -0.21047)  -0.18
C (-0.13809, 2.61984, -1.31198)  -0.25
N (-0.81399, 2.98559, -2.18121)  0.14
H (0.35860, 4.97109, 0.08961)  0.07
H (0.85863, 5.03004, 1.78273)  0.07
H (2.02004, 4.53757, 0.53806)  0.08
H (-0.49485, 2.99511, 1.37865)  0.07
H (1.15416, 2.59045, 1.85085)  0.11
H (0.48187, 1.13022, 0.03158)  0.10
H (1.77313, 2.18625, -0.52911)  0.13
C (-3.77304, -0.90809, 1.99313)  -0.10
C (-4.59561, 0.13820, 1.25204)  -0.27
C (-3.76202, 1.32081, 0.76174)  -0.19
C (-3.17236, 2.08432, 1.86930)  -0.22
N (-2.70153, 2.67744, 2.74834)  0.15
H (-3.31960, -0.49572, 2.89947)  0.07
H (-4.41074, -1.74539, 2.29293)  0.07
H (-2.97400, -1.30019, 1.35583)  0.07
H (-5.40180, 0.49192, 1.90774)  0.11
H (-5.07264, -0.33863, 0.38859)  0.11
H (-4.40180, 1.98436, 0.17020)  0.12
H (-2.96946, 0.96494, 0.09182)  0.09

Entry 4:
The following is a quantum chemistry calculation of C14H21AlO8 as an isolated structure in a non-equilibrium geometry, from OMol25.

gap between HOMO and LUMO	1.659	eV
relative energy (zero: lowest compared OMol25 entry of this formula, charge and spin)	0.00	kJ/mol
total charge	+2
LUMO	-13.5	eV
DFT total energy	-1389.580953	a.u.

Each line ends with the Löwdin charge.
Element x y z (Å)
Al (1.16398, 4.20579, -0.20572)  1.11
C (-0.01902, -0.47319, 0.91957)  0.07
C (0.52261, 0.88891, 0.79344)  -0.64
O (0.23772, 1.82413, 1.57364)  0.16
O (1.35123, 1.24515, -0.07983)  0.10
H (-1.00023, -0.56355, 1.39160)  0.08
H (0.66133, -1.08579, 1.51457)  0.11
H (-0.09683, -0.90061, -0.08505)  0.12
O (0.33997, 2.93439, -2.56764)  -0.05
C (0.10157, 2.21206, -3.51093)  -0.47
O (-0.76988, 2.52426, -4.45033)  0.08
C (-0.92477, 1.48812, -5.41990)  -0.13
C (0.28773, 0.56268, -5.26070)  -0.11
C (0.67848, 0.83496, -3.78270)  -0.07
H (-1.04541, 1.90338, -6.41685)  0.14
H (-1.83263, 0.89971, -5.26465)  0.13
H (1.14804, 0.87391, -5.84860)  0.12
H (0.05503, -0.48645, -5.40449)  0.12
H (1.75798, 0.77868, -3.67634)  0.13
H (0.19892, 0.14101, -3.08797)  0.12
O (6.60016, 0.18160, 2.57972)  0.28
C (5.85154, -0.64514, 2.16103)  -0.43
O (6.26189, -1.79762, 1.62743)  0.09
C (5.19950, -2.45027, 0.90362)  -0.09
C (3.90730, -1.68804, 1.20548)  -0.13
C (4.32467, -0.53167, 2.11281)  -0.02
H (5.23222, -3.48342, 1.25900)  0.15
H (5.43082, -2.45439, -0.15939)  0.14
H (3.12234, -2.28492, 1.68035)  0.12
H (3.45454, -1.42549, 0.24630)  0.11
H (4.10325, -0.79908, 3.15286)  0.15
H (4.02117, 0.47933, 1.86986)  0.13
O (-6.31037, -2.26177, 3.65679)  0.26
C (-5.65380, -1.38556, 3.19020)  -0.41
O (-4.41570, -1.64422, 2.69384)  0.07
C (-3.90451, -0.55549, 1.95943)  -0.16
C (-4.79161, 0.65689, 2.34163)  -0.13
C (-6.09258, 0.02242, 2.86893)  -0.02
H (-3.85013, -0.65826, 0.87822)  0.13
H (-2.91597, -0.30972, 2.36898)  0.11
H (-4.84181, 1.34045, 1.49113)  0.12
H (-4.28441, 1.32184, 3.04762)  0.12
H (-6.75954, 0.02431, 2.00665)  0.15
H (-6.50479, 0.54068, 3.72640)  0.14

Entry 5:
The following is a quantum chemistry calculation of C14H21B2BeF8N7 as an isolated structure in a non-equilibrium geometry, from OMol25.

gap between HOMO and LUMO	2.989	eV
relative energy (zero: lowest compared OMol25 entry of this formula, charge and spin)	836.24	kJ/mol
total charge	0
LUMO	-7.4	eV
DFT total energy	-1792.707309	a.u.

Each line ends with the Löwdin charge.
Element x y z (Å)
Be (0.57563, 0.35283, 0.21650)  1.32
B (-2.21245, -0.78011, 4.20072)  -1.31
F (-3.60080, -0.96914, 4.09348)  0.13
F (-1.68896, -0.39108, 2.97786)  0.14
F (-1.97022, 0.23365, 5.07381)  0.14
F (-1.64938, -2.00936, 4.61115)  0.12
B (-1.83208, -3.78936, 0.20093)  -1.29
F (-2.03366, -4.38046, -1.06393)  0.09
F (-0.74861, -2.90316, 0.23346)  0.13
F (-2.93028, -3.08288, 0.52612)  0.20
F (-1.66507, -4.77726, 1.20266)  0.13
C (-1.89913, 4.73005, -4.22693)  -0.06
C (-0.91345, 4.11148, -3.30071)  -0.27
N (-0.17884, 3.58180, -2.55715)  0.10
H (-1.94179, 4.11188, -5.12367)  0.08
H (-1.59582, 5.75275, -4.45091)  0.08
H (-2.84537, 4.73744, -3.68593)  0.08
C (-1.96837, 5.63906, 3.51581)  -0.06
C (-1.24632, 4.63068, 2.70035)  -0.27
N (-0.69182, 3.85258, 2.04309)  0.11
H (-2.34768, 6.37623, 2.80813)  0.08
H (-1.23882, 6.07250, 4.19990)  0.08
H (-2.82548, 5.21670, 4.04029)  0.08
C (6.87704, 1.87781, -0.33986)  -0.07
C (5.45440, 1.83654, -0.04456)  -0.28
N (4.32468, 1.98335, 0.19451)  0.11
H (7.06804, 2.76572, -0.94256)  0.09
H (7.21374, 0.91859, -0.73309)  0.09
H (7.41102, 2.07394, 0.58992)  0.09
C (2.83543, -3.90607, 4.69775)  -0.05
C (2.64476, -2.79870, 3.71272)  -0.26
N (2.50642, -1.96538, 2.93327)  0.11
H (1.93348, -4.51455, 4.76367)  0.09
H (3.09921, -3.42885, 5.64156)  0.08
H (3.59996, -4.61193, 4.37315)  0.08
C (-5.48600, 1.52779, 1.30324)  -0.05
C (-4.32336, 1.41880, 0.35631)  -0.25
N (-3.42213, 1.33176, -0.35374)  0.11
H (-5.87259, 0.52685, 1.49495)  0.08
H (-6.26711, 2.18975, 0.92940)  0.07
H (-5.09874, 1.77788, 2.29096)  0.08
C (-2.33068, -3.16861, -4.80440)  -0.06
C (-1.62144, -2.08554, -4.06918)  -0.25
N (-0.99194, -1.27595, -3.49809)  0.10
H (-3.16347, -3.49339, -4.18064)  0.08
H (-1.65862, -3.99870, -5.02208)  0.08
H (-2.63525, -2.81101, -5.78799)  0.07
C (4.82417, -3.39630, -3.96646)  -0.06
C (4.10971, -2.49889, -3.02949)  -0.28
N (3.45774, -1.81855, -2.33535)  0.11
H (5.85142, -3.03185, -3.96362)  0.08
H (4.43215, -3.39020, -4.98350)  0.08
H (4.67672, -4.35112, -3.46180)  0.08

Entry 6:
The following is a quantum chemistry calculation of a 2-piece molecular cluster, C14H21B2Br2F6O6 overall in a non-equilibrium geometry, from OMol25.

gap between HOMO and LUMO	6.651	eV
relative energy (zero: lowest compared OMol25 entry of this formula, charge and spin)	220.64	kJ/mol
total charge	-1
LUMO	1.5	eV
DFT total energy	-6794.358930	a.u.

Each line ends with the Löwdin charge.
Element x y z (Å)
C (3.18284, 2.76824, 0.10338)  -0.12
O (3.17761, 1.38484, 0.49612)  -0.09
B (2.61570, 1.20050, 1.84398)  -0.49
O (3.39504, 1.78161, 2.90651)  0.05
B (1.20019, 0.29121, 2.05288)  -0.71
C (0.38457, 1.11774, 3.26712)  -0.17
C (-0.57558, 2.30461, 2.88980)  -0.15
C (0.06878, 3.77323, 2.89343)  -0.10
F (1.23663, 4.15412, 2.20078)  0.01
C (-0.60689, 4.83916, 3.61527)  -0.16
F (-0.31898, 5.23404, 4.92656)  0.04
F (-1.67323, 5.46401, 2.90317)  0.02
C (0.32465, 0.44197, 0.69506)  -0.04
C (0.61170, -0.41166, -0.57530)  -0.42
O (1.68026, -0.68497, -1.12825)  0.07
O (-0.56168, -0.91696, -1.28259)  -0.06
C (1.41051, -1.18196, 2.69482)  -0.56
Br (2.35899, -1.10145, 4.49213)  0.67
C (2.11905, -2.35944, 1.93191)  -0.74
C (3.52480, -2.09928, 1.24455)  -0.13
Br (0.87944, -3.51812, 0.82370)  0.60
H (3.89503, 3.38571, 0.74556)  0.09
H (3.63028, 2.79412, -0.95689)  0.09
H (2.14857, 3.23075, 0.00677)  0.09
H (4.35130, 1.62939, 2.79768)  0.10
H (-0.25416, 0.34744, 3.84541)  0.10
H (1.10327, 1.51823, 4.07104)  0.10
H (-1.21981, 2.23815, 1.96147)  0.10
H (-1.34453, 2.36052, 3.74666)  0.12
H (-0.78249, 0.28252, 0.97909)  0.12
H (0.37065, 1.54822, 0.37463)  0.13
H (-0.95581, -0.09742, -1.66588)  0.11
H (0.36639, -1.57933, 2.98365)  0.09
H (2.38246, -3.11740, 2.76080)  0.05
H (3.58347, -1.22562, 0.53373)  0.07
H (3.82164, -3.06961, 0.71163)  0.08
H (4.26026, -1.87523, 2.09940)  0.08
C (-2.06200, -2.49760, -3.15325)  -0.06
C (-2.17887, -2.57462, -4.66234)  -0.19
O (-3.55013, -2.75630, -5.06274)  0.02
C (-4.30900, -1.64783, -5.08083)  -0.38
O (-3.91874, -0.55143, -4.78557)  0.17
C (-5.71787, -1.97771, -5.56781)  -0.52
F (-6.22137, -3.07963, -4.97970)  0.15
F (-5.74605, -2.20466, -6.89616)  0.15
F (-6.59081, -0.98611, -5.32906)  0.16
H (-2.51688, -3.37654, -2.68840)  0.09
H (-1.01664, -2.43923, -2.84983)  0.07
H (-2.58393, -1.62408, -2.75937)  0.07
H (-1.62872, -3.44304, -5.02928)  0.12
H (-1.74991, -1.69308, -5.14545)  0.13